{"formula": "C38H62BIN4O3S4", "method": "the ωB97M-V functional and the def2-TZVPD basis", "species": ["C", "C", "C", "C", "N", "C", "C", "C", "C", "C", "C", "C", "C", "S", "C", "S", "N", "C", "C", "N", "C", "O", "B", "C", "C", "C", "C", "C", "C", "C", "O", "C", "C", "C", "O", "I", "C", "S", "S", "C", "C", "C", "H", "H", "H", "H", "H", "H", "H", "H", "H", "H", "H", "H", "H", "H", "H", "H", "H", "H", "H", "H", "H", "H", "H", "H", "H", "H", "H", "H", "H", "H", "H", "H", "H", "H", "H", "H", "H", "H", "H", "H", "H", "H", "H", "H", "C", "C", "C", "N", "C", "C", "C", "C", "C", "H", "H", "H", "H", "H", "H", "H", "H", "H", "H", "H", "H", "H", "H", "H", "H", "H", "H"], "positions_angstrom": [[-5.352426, 0.510983, -5.289090], [-4.272100, 1.516207, -6.000685], [-2.951464, 0.787816, -6.639642], [-2.918091, -0.844394, -6.509950], [-2.717569, -1.379629, -5.110795], [-1.518410, -0.782609, -4.410833], [-2.088135, -0.003171, -3.058682], [-2.391091, -1.091428, -1.825406], [-1.271582, -1.048087, -0.629006], [-1.493673, 0.196622, 0.454548], [-2.947051, -0.014823, 1.181726], [-3.930301, 1.324740, 1.127211], [-4.752063, 1.487458, -0.283345], [-6.583067, 0.965257, -0.133793], [-6.724054, -0.752684, -0.902394], [-7.271612, -1.090419, -2.479279], [-6.293437, -1.945312, -0.052868], [-7.023793, -2.096767, 1.270913], [-6.289589, -3.445860, 1.853692], [-5.231219, -3.950528, 0.864192], [-5.259675, -3.019523, -0.342860], [-1.286849, 1.579932, -0.090024], [-0.301890, 2.322992, 0.721095], [0.192461, 3.822695, 0.263748], [-0.198778, 4.248874, -1.270004], [-0.062616, 3.251375, -2.565353], [-0.464425, 3.704324, -4.088782], [-0.997800, 5.232820, -4.435516], [-1.095245, 6.268962, -3.135917], [-0.730482, 5.795786, -1.574047], [0.746310, 1.308735, 1.030383], [-0.107623, 0.111078, 1.326326], [-0.155225, -0.179475, 2.938580], [1.318448, -0.547277, 3.561130], [2.487711, -0.358888, 2.926654], [1.470722, -1.427151, 5.596364], [-2.632705, -2.913672, -5.106190], [-3.979764, -3.750283, -4.410811], [-1.186070, -3.917667, -5.749908], [-0.184979, -4.575177, -4.262747], [1.126800, -3.650641, -3.909811], [2.500865, -4.535884, -3.599776], [-6.233411, 1.200942, -4.878452], [-4.856390, 0.044298, -4.308782], [-5.791467, -0.321473, -5.984611], [-4.859855, 2.071062, -6.879553], [-3.878203, 2.383494, -5.299416], [-2.972845, 1.028169, -7.808932], [-1.995873, 1.338843, -6.226851], [-3.947653, -1.250509, -6.957658], [-2.068196, -1.275092, -7.229124], [-0.825064, -0.119757, -5.080469], [-0.822499, -1.655451, -3.988425], [-3.024368, 0.675173, -3.296611], [-1.227484, 0.692004, -2.677453], [-3.505683, -1.031922, -1.468885], [-2.277288, -2.160051, -2.345767], [-1.246240, -2.035957, 0.040156], [-0.228402, -0.863598, -1.139263], [-3.603284, -0.890538, 0.704191], [-2.876628, -0.294003, 2.337396], [-4.755602, 1.127720, 1.967110], [-3.363232, 2.318093, 1.376545], [-4.799132, 2.659513, -0.504646], [-4.239245, 1.005645, -1.217699], [-7.887301, -1.450458, 1.750313], [-6.519122, -3.961935, 2.880192], [-4.589728, -3.143405, -1.304313], [-0.783532, 2.525597, 1.776221], [-0.202249, 4.591604, 1.065887], [1.385032, 3.835571, 0.316526], [0.350283, 2.160302, -2.353284], [-0.361041, 2.902301, -4.938187], [-1.277250, 5.524618, -5.537123], [-1.444787, 7.371336, -3.404668], [-0.827170, 6.588239, -0.692505], [0.547491, -0.760653, 0.896155], [-0.872816, -1.107257, 3.160458], [-0.614872, 0.775246, 3.466150], [0.153983, -5.690041, -4.400599], [-0.928811, -4.457656, -3.337277], [0.902122, -3.072524, -2.890538], [1.342795, -2.840976, -4.726507], [3.355154, -4.125168, -4.323952], [2.875251, -4.268171, -2.505299], [2.343469, -5.696309, -3.733375], [7.242293, 1.158765, 8.878502], [6.044994, 0.894470, 7.971242], [6.181924, -0.318040, 7.042371], [6.926651, -0.058899, 5.712155], [8.332912, 0.463404, 5.945275], [7.012623, -1.386752, 4.922389], [5.755110, -1.406557, 4.083958], [5.601155, 0.031183, 3.644138], [6.125319, 0.884489, 4.789921], [8.074503, 1.623274, 8.349993], [6.953609, 1.851379, 9.677991], [7.597596, 0.235172, 9.346806], [5.788857, 1.808078, 7.426994], [5.194920, 0.687900, 8.635107], [5.181725, -0.667519, 6.765648], [6.699123, -1.141021, 7.550075], [8.816853, -0.164279, 6.699512], [8.267530, 1.506263, 6.261726], [8.887939, 0.420736, 5.003966], [7.899739, -1.345845, 4.280627], [7.099778, -2.226436, 5.618388], [4.891426, -1.721661, 4.683263], [5.840436, -2.090016, 3.233570], [4.561823, 0.274235, 3.401697], [6.196778, 0.218003, 2.743216], [5.306799, 1.332115, 5.359380], [6.790261, 1.675387, 4.425970]], "forces_ev_per_angstrom": [[0.17, 1.13, 1.49], [-0.42, 0.33, -0.71], [-0.17, 0.36, -0.78], [-0.12, 0.02, -1.73], [1.60, -1.90, -1.06], [0.45, -0.22, 1.84], [0.94, 0.14, 0.42], [0.39, -1.02, -1.17], [-0.55, 1.20, -0.18], [1.42, 0.66, -0.18], [-1.16, 0.57, 0.66], [-0.47, -0.82, 0.45], [1.23, 1.22, 0.09], [0.74, -1.32, -0.99], [0.59, -1.64, -1.70], [1.14, 0.96, 3.29], [-0.47, -0.12, 1.42], [4.49, -5.07, -0.10], [-0.07, 3.36, -4.10], [-3.37, 5.15, -1.71], [-2.68, -0.90, 5.45], [-1.53, -2.64, -0.66], [-0.03, -0.36, 0.63], [1.12, 1.01, -1.83], [-0.87, 2.09, -3.20], [-1.15, 3.19, -0.41], [-0.28, 2.55, 2.99], [1.36, -1.77, 4.85], [0.88, -3.34, -0.02], [0.39, -2.41, -3.47], [-1.71, -2.21, 0.28], [2.96, -0.52, 0.24], [-0.74, -0.18, 0.13], [5.30, 1.97, -4.98], [-7.77, -1.43, 4.38], [-0.20, 0.42, -0.85], [-2.49, 0.09, 1.89], [2.95, 1.73, -1.61], [0.11, 0.55, 0.75], [-0.10, 0.82, 1.89], [0.30, 0.11, 1.01], [0.35, 1.09, -0.15], [1.73, -1.61, -1.03], [-1.16, 0.69, -2.37], [0.98, 1.67, 1.32], [1.34, -1.17, 1.84], [-1.09, -1.96, -1.10], [0.20, -0.75, 2.49], [-1.80, -1.43, -0.74], [2.23, 0.78, 1.21], [-1.58, 1.04, 1.38], [-1.53, -1.13, 1.12], [-1.43, 1.79, -1.00], [1.95, -1.47, 0.36], [-1.75, -1.11, -0.67], [2.23, 0.00, -0.50], [-0.41, 2.10, 1.19], [-0.16, 2.02, -1.63], [-1.91, -0.51, 1.02], [1.70, 1.74, 0.90], [0.17, 0.58, -2.47], [1.78, 0.58, -1.78], [-0.90, -2.08, -0.60], [-0.22, -2.62, 0.34], [-1.04, 0.77, 1.89], [2.25, -1.28, -1.63], [0.66, 1.04, -2.45], [-1.78, 0.61, 2.21], [-1.04, 0.35, 1.60], [0.74, -1.24, -2.03], [-2.38, 0.09, -0.12], [-1.04, 2.60, -0.55], [-0.22, 1.77, 1.79], [0.61, -0.51, 2.55], [0.82, -2.56, 0.92], [0.22, -1.96, -2.15], [-1.37, 1.32, 0.84], [1.64, 1.95, -0.29], [1.21, -1.92, -0.79], [-1.04, 2.20, -0.05], [1.56, -0.71, -2.07], [0.31, -1.10, -2.35], [-0.53, -1.70, 1.45], [-1.83, -1.25, 1.50], [-0.85, -0.89, -2.30], [0.39, 2.42, 0.30], [0.12, 0.21, 0.18], [0.12, -0.14, 0.22], [-0.08, 0.36, -0.39], [0.43, -0.35, 0.00], [-0.61, -0.03, -0.04], [-0.13, 0.09, 0.17], [-0.34, -0.40, 0.18], [-0.18, 0.39, -0.68], [0.02, 0.06, 0.11], [0.02, -0.07, 0.11], [0.07, -0.18, -0.15], [-0.03, 0.12, -0.03], [-0.08, -0.16, -0.08], [0.03, -0.05, -0.35], [0.23, 0.00, -0.18], [0.03, 0.21, -0.18], [-0.08, 0.21, -0.15], [0.05, -0.28, 0.09], [-0.21, -0.05, 0.16], [-0.12, 0.13, 0.26], [0.10, 0.28, -0.03], [0.12, 0.00, -0.15], [-0.01, 0.08, 0.23], [0.22, -0.07, 0.04], [-0.07, -0.04, 0.14], [0.29, -0.11, 0.06], [-0.11, -0.18, 0.31]], "lowdin_charge": [-0.17, -0.25, -0.19, -0.22, -0.23, -0.18, -0.13, -0.17, -0.12, -0.29, -0.09, -0.22, -0.43, 0.76, -0.97, 0.64, -0.21, -0.04, -0.11, -0.04, -0.07, -0.05, -0.83, -0.10, -0.12, -0.03, -0.09, -0.10, -0.09, -0.04, -0.06, -0.23, -0.12, -0.62, -0.14, 0.65, -0.96, 0.58, 0.73, -0.46, -0.31, -0.15, 0.08, 0.05, 0.08, 0.11, 0.11, 0.12, 0.09, 0.13, 0.12, 0.12, 0.10, 0.10, 0.08, 0.07, 0.08, 0.14, 0.13, 0.10, 0.11, 0.10, 0.12, 0.10, 0.08, 0.12, 0.08, 0.11, 0.08, 0.10, 0.12, 0.09, 0.06, 0.07, 0.07, 0.08, 0.14, 0.13, 0.15, 0.09, 0.09, 0.10, 0.10, 0.08, 0.08, 0.07, -0.10, -0.22, -0.10, -0.23, 0.01, -0.09, -0.16, -0.15, -0.07, 0.06, 0.08, 0.08, 0.11, 0.12, 0.12, 0.13, 0.11, 0.10, 0.11, 0.13, 0.14, 0.10, 0.14, 0.10, 0.13, 0.13, 0.13], "charge": 0, "lumo_ev": -0.8238, "orbital_gap_ev": 5.61, "e_tot_ha": -3844.24313}